[1]
# C4H8S

A single C4H8S molecule (ωB97M-V/def2-TZVPD, the Open Molecules 2025 dataset).

```
! wB97M-V def2-TZVPD RIJCOSX def2/J DEFGRID3
* xyz 0 1
C -0.379 0.991 -0.164
C 1.013 0.395 0.095
C 1.015 -1.270 0.078
S -0.864 -1.459 -0.058
C -1.504 0.240 0.209
H -0.358 2.077 -0.009
H -0.675 0.770 -1.340
H 1.551 0.718 1.171
H 2.035 0.651 -0.607
H 1.459 -1.569 -0.904
H 1.423 -2.069 0.684
H -2.623 0.270 -0.424
H -2.093 0.253 1.268
*
```

As for the lowest unoccupied orbital energy: 0.868 eV. The highest occupied orbital energy is -8.285 eV. The SMILES is C1CCSC1.

[2]
# C4H8S2

A molecular structure, C4H8S2 (ωB97M-V/def2-TZVPD, the Open Molecules 2025 dataset).

```
! wB97M-V def2-TZVPD RIJCOSX def2/J DEFGRID3
* xyz 0 1
C 0.191 0.403 -1.259
C -0.156 0.556 0.178
C 0.908 -0.366 -0.266
C -1.452 -0.001 0.723
S 3.014 0.756 0.257
S 1.228 -2.127 -0.018
H -0.376 -0.206 -1.877
H 0.870 1.102 -1.630
H 0.043 1.356 0.807
H -1.801 -0.682 0.085
H -2.117 0.717 0.928
H -1.421 -0.455 1.760
H 3.632 1.045 -0.952
H 1.866 -1.996 1.234
*
```

As for the lowest unoccupied orbital energy: -0.360 eV. The highest occupied orbital energy is -8.628 eV.

[3]
# C4H8S2

2 unconnected molecules or ions with the total composition C4H8S2 (ωB97M-V/def2-TZVPD, the Open Molecules 2025 dataset).

```
! wB97M-V def2-TZVPD RIJCOSX def2/J DEFGRID3
* xyz 0 1
C 0.030 -1.146 -0.529
C -0.237 -0.112 0.504
C 0.614 0.124 -0.761
C 0.244 -0.163 1.945
S -1.434 1.599 -2.812
S 2.190 0.604 -1.089
H 0.567 -2.043 -0.138
H -0.833 -1.384 -1.122
H -1.290 0.260 0.650
H -0.118 0.820 2.272
H 1.221 -0.404 2.205
H -0.439 -0.909 2.467
H -2.527 0.789 -2.851
H 2.012 1.965 -0.743
*
```

As for the lowest unoccupied orbital energy (spin up / spin down): -0.365 / -1.900 eV. The highest occupied orbital energy (spin up / spin down) is -9.221 / -7.548 eV.

[4]
# C4H8S2

A single C4H8S2 molecule (ωB97M-V/def2-TZVPD, the Open Molecules 2025 dataset).

```
! wB97M-V def2-TZVPD RIJCOSX def2/J DEFGRID3
* xyz 0 1
C -0.042 0.336 1.959
C -0.556 -0.753 1.007
C 0.031 -0.648 -0.436
S -0.274 1.110 -1.043
C 0.414 0.851 -2.544
S 0.475 2.017 -3.646
H 0.914 -0.186 2.438
H 0.259 1.327 1.610
H -0.769 0.533 2.858
H -1.580 -0.763 0.897
H -0.300 -1.783 1.343
H -0.580 -1.292 -1.134
H 1.188 -0.690 -0.431
H 0.819 -0.059 -2.879
*
```

As for the lowest unoccupied orbital energy: 0.024 eV. The highest occupied orbital energy is -8.483 eV. The SMILES is CCCSC=S.

[5]
# C4H8S2

A single C4H8S2 molecule (ωB97M-V/def2-TZVPD, the Open Molecules 2025 dataset).

```
! wB97M-V def2-TZVPD RIJCOSX def2/J DEFGRID3
* xyz 0 1
C 1.599 -0.677 0.576
C 0.167 -0.854 0.114
C -0.185 -0.234 -1.357
C -0.698 0.430 -0.173
S -2.609 0.389 0.150
S -0.045 2.097 0.340
H 1.801 0.174 1.072
H 2.251 -0.770 -0.306
H 1.967 -1.503 1.256
H -0.357 -1.819 0.382
H 0.597 0.164 -1.945
H -0.839 -0.931 -1.898
H -2.481 0.711 1.428
H -1.168 2.826 0.361
*
```

As for the lowest unoccupied orbital energy: 0.748 eV. The highest occupied orbital energy is -8.934 eV. The SMILES is C[C@@H]1CC1(S)S.

[6]
# C4H8S3

A molecular structure, C4H8S3 (ωB97M-V/def2-TZVPD, the Open Molecules 2025 dataset).

```
! wB97M-V def2-TZVPD RIJCOSX def2/J DEFGRID3
* xyz 0 1
C -1.439 -0.585 -1.486
C -1.341 2.191 0.164
C 1.777 -0.526 0.727
C 1.004 -1.759 0.338
S -2.381 -1.526 -2.331
S -2.301 0.913 -0.716
S 0.222 -1.268 -1.242
H -0.949 2.855 -0.477
H -0.379 2.064 0.606
H -2.023 2.694 0.762
H 1.103 0.364 0.958
H 2.297 -0.739 1.596
H 2.470 -0.133 0.097
H 0.268 -1.990 1.061
H 1.672 -2.554 -0.057
*
```

As for the lowest unoccupied orbital energy: -0.472 eV. The highest occupied orbital energy is -8.211 eV.

[7]
# C4H8S3

A single C4H8S3 molecule (ωB97M-V/def2-TZVPD, the Open Molecules 2025 dataset).

```
! wB97M-V def2-TZVPD RIJCOSX def2/J DEFGRID3
* xyz 0 1
C 1.433 -0.736 1.199
C 1.666 -0.289 -0.254
S 1.035 1.362 -0.569
C -0.673 1.272 -0.214
S -1.531 2.426 0.538
C -1.413 0.110 -0.973
S -2.764 -0.735 0.018
H 0.522 -1.299 1.224
H 1.384 0.191 1.728
H 2.396 -1.223 1.539
H 2.693 -0.058 -0.478
H 1.368 -1.089 -0.966
H -0.631 -0.649 -1.243
H -1.916 0.428 -1.895
H -3.571 0.289 0.346
*
```

As for the lowest unoccupied orbital energy: -0.591 eV. The highest occupied orbital energy is -8.857 eV. The SMILES is CCSC(=S)CS.

[8]
# C4H8S4

2 unconnected molecules or ions with the total composition C4H8S4 (ωB97M-V/def2-TZVPD, the Open Molecules 2025 dataset).

```
! wB97M-V def2-TZVPD RIJCOSX def2/J DEFGRID3
* xyz 0 1
S -2.012 -0.332 -1.164
C -2.351 -1.702 0.059
C -2.590 -1.210 1.433
S -1.036 -2.145 1.327
H -1.594 -1.027 -2.213
H -2.777 -2.718 -0.378
H -2.338 -0.209 1.548
H -3.398 -1.615 2.045
C 3.329 1.501 -0.366
C 1.869 1.411 -0.587
S 0.986 1.852 -1.883
S 0.973 0.944 0.934
H 3.761 0.513 -0.483
H 3.726 1.979 0.434
H 3.781 2.171 -1.072
H -0.328 0.587 0.367
*
```

As for the lowest unoccupied orbital energy: -0.063 eV. The highest occupied orbital energy is -8.373 eV. The SMILES is S[C@@H]1CS1.CC(=S)S.